No. 1
# C28H44CrN2O3S2Si

C28H44CrN2O3S2Si as an isolated structure (ωB97M-V/def2-TZVPD, the Open Molecules 2025 dataset).

Values from the calculation:
Max |F| in eV/A: 0.51
Energy above the lowest of the compared OMol25 structures with the same formula, charge and spin in kcal per mole: 19.23
E_tot in eV: -96848.39006
<S²>: 6.067
Gap between HOMO and LUMO (spin up / spin down) in eV: 7.51 / 8.00

The geometry in ORCA input format:
```
! wB97M-V def2-TZVPD RIJCOSX def2/J DEFGRID3
* xyz 0 5
Cr 1.038 0.255 1.372
C 1.941 0.777 4.205
N 0.832 1.203 3.342
C -0.440 0.957 4.024
C 0.982 2.637 3.015
C 2.108 2.818 2.031
C 2.869 3.979 1.998
C 3.872 4.120 1.051
C 4.110 3.100 0.141
C 3.349 1.938 0.182
C 2.339 1.774 1.127
H 1.905 1.309 5.164
H 2.886 0.993 3.711
H 1.865 -0.295 4.388
H -0.482 1.505 4.974
H -0.540 -0.109 4.232
H -1.261 1.268 3.379
H 1.146 3.211 3.939
H 0.033 2.967 2.580
H 2.683 4.774 2.713
H 4.466 5.024 1.023
H 4.891 3.209 -0.601
H 3.546 1.158 -0.544
S 2.860 -1.672 -1.019
C 1.763 -1.565 0.318
N 2.317 -1.389 1.519
C 3.701 -1.267 1.383
C 4.591 -1.031 2.431
C 5.932 -0.903 2.142
C 6.398 -1.008 0.826
C 5.529 -1.251 -0.216
C 4.173 -1.391 0.076
H 0.747 -1.923 0.180
H 4.224 -0.953 3.443
H 6.637 -0.716 2.941
H 7.455 -0.898 0.625
H 5.888 -1.328 -1.233
C -4.202 -0.463 1.024
C -4.402 0.208 -0.330
C -5.595 -0.402 -1.054
C -4.589 1.711 -0.162
O -3.261 0.017 -1.181
Si -1.682 -0.298 -0.880
S -0.964 1.103 0.489
O -1.432 -1.838 -0.337
C -1.665 -3.094 -1.017
C -0.360 -3.528 -1.677
C -2.079 -4.083 0.065
C -2.755 -2.978 -2.072
O -0.922 -0.275 -2.332
C -0.974 0.654 -3.422
C -2.220 0.368 -4.252
C -0.988 2.089 -2.907
C 0.285 0.394 -4.237
H -5.118 -0.389 1.613
H -3.390 0.004 1.579
H -3.966 -1.518 0.893
H -6.526 -0.123 -0.561
H -5.531 -1.489 -1.065
H -5.628 -0.047 -2.083
H -5.459 1.933 0.457
H -4.729 2.181 -1.136
H -3.705 2.142 0.305
H 0.390 -3.792 -0.931
H 0.017 -2.720 -2.304
H -0.514 -4.406 -2.306
H -1.317 -4.132 0.841
H -2.213 -5.080 -0.355
H -3.018 -3.774 0.524
H -2.426 -2.372 -2.914
H -3.652 -2.526 -1.660
H -3.004 -3.975 -2.437
H -3.118 0.495 -3.652
H -2.199 -0.654 -4.633
H -2.266 1.048 -5.105
H -1.900 2.296 -2.347
H -0.938 2.786 -3.745
H -0.139 2.269 -2.248
H 0.324 -0.651 -4.545
H 1.172 0.613 -3.641
H 0.305 1.020 -5.130
*
```


No. 2
# C50H46ClHfN4O4P2S

C50H46ClHfN4O4P2S as an isolated structure at a distorted geometry (ωB97M-V/def2-TZVPD, the Open Molecules 2025 dataset).

Values from the calculation:
Max |F| in eV/A: 2.04
Energy above the lowest of the compared OMol25 structures with the same formula, charge and spin in kcal per mole: 7.12
E_tot in eV: -109990.64469
Gap between HOMO and LUMO in eV: 7.86

The geometry in ORCA input format:
```
! wB97M-V def2-TZVPD RIJCOSX def2/J DEFGRID3
* xyz 1 1
Hf -0.577 -0.585 1.382
C -2.213 -4.178 -0.763
C -1.667 -5.221 -0.025
C -0.721 -4.938 0.940
C -0.309 -3.619 1.144
N -0.856 -2.619 0.422
C -1.787 -2.891 -0.490
C 0.665 -3.238 2.179
C 1.514 -4.160 2.800
C 2.311 -3.761 3.856
C 2.230 -2.467 4.345
C 1.418 -1.544 3.704
C 0.660 -1.885 2.582
H -2.955 -4.354 -1.525
H -1.978 -6.240 -0.196
H -0.315 -5.725 1.553
H -2.200 -2.033 -1.016
H 1.578 -5.180 2.448
H 2.985 -4.467 4.315
H 2.806 -2.176 5.211
H 1.372 -0.531 4.088
C 0.069 -0.587 -2.951
P 0.693 -0.576 -1.188
C 1.517 -2.218 -1.103
C 1.066 -3.346 -1.787
C 1.716 -4.560 -1.643
C 2.812 -4.673 -0.803
C 3.231 -3.570 -0.076
C 2.585 -2.355 -0.217
C 2.109 0.532 -1.542
C 1.954 1.894 -1.302
C 2.935 2.784 -1.703
C 4.089 2.320 -2.316
C 4.246 0.964 -2.552
C 3.256 0.072 -2.180
P -1.727 -0.071 -3.071
C -1.794 0.155 -4.901
C -2.457 1.262 -5.427
C -2.545 1.448 -6.793
C -1.994 0.517 -7.658
C -1.361 -0.603 -7.147
C -1.265 -0.789 -5.778
C -1.549 1.712 -2.671
C -2.603 2.318 -1.998
C -2.598 3.681 -1.768
C -1.543 4.454 -2.219
C -0.500 3.862 -2.912
C -0.504 2.500 -3.143
H 0.132 -1.600 -3.351
H 0.700 0.057 -3.572
H 0.191 -3.302 -2.421
H 1.368 -5.418 -2.200
H 3.331 -5.616 -0.708
H 4.060 -3.659 0.608
H 2.911 -1.498 0.358
H 1.062 2.253 -0.805
H 2.798 3.844 -1.549
H 4.856 3.014 -2.631
H 5.140 0.609 -3.042
H 3.364 -0.984 -2.385
H -2.890 1.995 -4.761
H -3.046 2.322 -7.181
H -2.051 0.664 -8.726
H -0.942 -1.335 -7.821
H -0.770 -1.672 -5.400
H -3.443 1.714 -1.686
H -3.430 4.151 -1.265
H -1.547 5.520 -2.056
H 0.323 4.458 -3.279
H 0.299 2.064 -3.720
C 5.495 2.642 1.135
N 4.389 1.770 1.459
C 3.074 1.999 1.563
S 2.108 0.587 1.670
N 2.498 3.185 1.628
C 3.097 4.494 1.744
H 6.231 2.062 0.583
H 5.974 3.036 2.034
H 5.175 3.464 0.504
H 4.621 0.793 1.563
H 1.473 3.195 1.596
H 3.926 4.488 2.450
H 2.332 5.176 2.108
H 3.449 4.864 0.779
O -0.205 3.636 1.388
C -1.158 2.891 1.289
C -2.590 3.264 1.654
C -3.400 2.036 1.266
C -2.334 1.090 0.769
O -2.501 -0.076 0.372
N -1.096 1.596 0.844
H -2.881 4.179 1.141
H -2.612 3.466 2.726
H -4.146 2.222 0.494
H -3.905 1.570 2.115
Cl -5.918 -0.923 7.965
C -4.833 -0.837 6.636
C -3.903 0.196 6.568
C -3.043 0.273 5.491
C -3.089 -0.697 4.489
C -4.022 -1.733 4.571
C -4.894 -1.803 5.637
C -2.166 -0.655 3.339
O -2.202 -1.558 2.464
O -1.310 0.274 3.196
H -3.859 0.930 7.356
H -2.326 1.078 5.418
H -4.044 -2.475 3.788
H -5.620 -2.598 5.697
*
```


No. 3
# C5H12O2SSi

C5H12O2SSi as an isolated structure at a distorted geometry (ωB97M-V/def2-TZVPD, the Open Molecules 2025 dataset).

Values from the calculation:
Max |F| in eV/A: 5.13
Energy above the lowest of the compared OMol25 structures with the same formula, charge and spin in kcal per mole: 61.06
E_tot in eV: -28179.40181
<S²>: 2.008
Gap between HOMO and LUMO (spin up / spin down) in eV: 3.56 / 6.24

The geometry in ORCA input format:
```
! wB97M-V def2-TZVPD RIJCOSX def2/J DEFGRID3
* xyz 0 3
C 0.160 0.468 1.441
C 1.629 0.528 1.100
C 0.655 -0.455 -1.418
C -2.020 0.783 -0.854
C -1.069 -2.154 0.605
O 1.015 2.146 -0.888
O 3.013 0.802 -1.164
Si -0.778 -0.397 0.037
S 1.657 0.892 -0.719
H -0.085 0.259 2.396
H -0.170 1.541 1.306
H 2.064 1.391 1.778
H 2.255 -0.427 1.186
H 1.185 -1.303 -1.650
H 0.447 0.134 -2.298
H -1.436 1.550 -1.481
H -2.825 0.230 -1.340
H -2.613 1.458 -0.244
H -1.327 -2.762 -0.155
H -0.053 -2.487 0.875
H -1.701 -2.196 1.487
*
```